Formula: C5H8N2
Source: OMol25
Level of theory: ωB97M-V/def2-TZVPD

XYZ file:
```
15
Properties=species:S:1:pos:R:3:nbo_charge:R:1
C -1.730 -0.831 0.726 -0.61
C -0.341 -0.484 0.208 -0.12
C -0.312 0.644 -0.838 -0.32
N 0.488 0.246 1.127 -0.37
C 1.716 0.197 0.697 -0.16
C 1.423 0.656 -1.191 0.18
N 2.272 0.940 -1.949 -0.33
H -2.206 0.050 1.164 0.22
H -1.646 -1.600 1.500 0.23
H -2.368 -1.227 -0.072 0.21
H 0.133 -1.393 -0.220 0.18
H -0.135 1.637 -0.440 0.25
H -1.260 0.693 -1.442 0.24
H 2.430 0.931 1.049 0.21
H 2.139 -0.766 0.400 0.19
```

Properties
Total energy, hartree: -304.6773
Spin multiplicity: 1
Lowest unoccupied orbital energy (spin up / spin down), hartree: -0.019 / -0.019
E_HOMO (spin up / spin down), eV: -9.4 / -9.4
Energy above the lowest of the compared OMol25 structures with the same formula, charge and spin, kJ/mol: 415.32
Gap between HOMO and LUMO (spin up / spin down), eV: 8.9 / 8.9